Record 1
77
Properties=species:S:1:pos:R:3:mulliken_charge:R:1 method="wB97M-V/def2-TZVPD" gap_ev=6.667 charge=-1 e_homo_ev=-5.50
H -9.878 4.475 -6.253 0.319
H -0.942 -3.562 2.965 0.100
H -9.055 4.864 -7.470 0.344
O -2.184 0.719 -0.837 -0.602
O -0.860 -1.104 1.359 -0.113
C 2.778 -4.258 1.281 -0.989
H -0.960 -7.410 -0.849 0.309
H 2.105 3.343 -3.198 0.302
H -2.430 1.569 -0.452 0.296
H 2.668 -4.532 2.381 0.195
H 5.266 -3.455 3.902 0.275
O 9.787 3.114 3.814 -0.624
Br 3.143 -1.618 2.866 -0.172
O 5.977 -4.074 3.694 -0.619
H 6.684 -3.513 3.355 0.317
H -2.386 -0.711 2.735 -0.248
H -9.123 1.064 -5.051 0.347
C -1.836 -2.845 3.078 0.056
O -0.279 -0.796 3.642 -0.703
H -1.488 0.388 -0.254 0.038
H 2.520 -5.209 0.688 0.299
H 3.798 -3.830 1.013 0.317
O 10.071 6.271 0.690 -0.659
C 0.534 -0.789 1.458 0.607
C 0.440 0.136 2.813 -0.783
C -3.105 -3.363 2.263 0.119
C 1.601 -1.948 1.630 -0.204
H -6.097 -3.731 -1.212 0.246
I -3.894 -2.533 0.417 0.009
O -8.180 2.309 -7.296 -0.617
O -4.577 1.353 -2.828 -0.648
H -3.877 1.028 -2.244 0.326
O 0.799 0.438 -3.531 -0.630
H 1.355 -3.209 4.760 0.297
H 4.726 1.830 -0.461 0.323
Cl 1.016 0.517 0.204 -0.371
O 3.044 3.499 -3.358 -0.628
O 9.161 3.711 1.497 -0.686
O 1.598 -4.061 4.374 -0.529
C 1.600 -3.194 0.976 0.377
H -7.748 2.143 -6.447 0.367
H -6.875 -4.771 -2.005 0.293
H 1.741 0.287 -3.389 0.319
H 7.008 3.289 0.579 0.315
H 9.686 5.388 0.595 0.372
O -3.038 1.040 3.965 -0.572
H -9.114 2.140 -7.118 0.322
H 3.217 1.966 -0.299 0.280
H 9.412 3.103 4.703 0.289
H -2.145 -2.869 4.189 0.147
H 9.338 6.868 0.500 0.313
B -1.350 -1.309 2.747 0.820
Br 0.180 -3.651 -0.308 -0.128
H 2.284 -4.399 4.962 0.252
H -10.434 1.182 -4.286 0.298
O -6.688 1.721 -4.785 -0.631
O -10.073 1.200 -5.180 -0.642
H 9.494 4.312 2.172 0.397
O -9.601 5.242 -6.769 -0.649
H 1.400 0.609 3.200 0.341
O -0.637 -6.951 -1.634 -0.639
O -6.723 -3.821 -1.943 -0.627
O -3.725 -4.348 2.752 -0.556
H 9.229 2.842 1.906 0.313
H -0.252 1.043 2.664 0.266
H -2.615 0.862 4.814 0.296
H 10.731 2.963 3.957 0.299
H -3.975 0.886 4.132 0.277
H 3.461 3.324 -2.502 0.347
H 0.423 0.425 -2.640 0.313
H -4.825 2.202 -2.444 0.269
O 6.299 2.728 0.922 -0.669
H -5.985 1.398 -4.198 0.371
O 3.961 2.304 -0.814 -0.613
H -6.939 2.570 -4.402 0.263
H -0.231 -6.148 -1.283 0.268
H 5.589 3.348 1.130 0.324

=====

Record 2
16
Properties=species:S:1:pos:R:3:nbo_charge:R:1 method="wB97M-V/def2-TZVPD" gap_ev=8.367 charge=0 smiles="O=C1C=CC=C[C@@]1(Cl)C(F)(F)F" e_homo_ev=-9.64
H -2.214 0.807 1.669 0.206
C -1.325 1.211 -0.139 -0.241
H -1.070 -1.256 2.310 0.235
O 0.447 -2.452 0.631 -0.480
H -1.869 2.106 -0.312 0.225
F 1.774 0.802 0.702 -0.303
H -0.399 1.166 -2.108 0.237
C -0.524 0.734 -1.120 -0.109
F 2.310 0.878 -1.327 -0.334
Cl 0.427 -1.426 -2.141 0.004
C -0.069 -1.366 0.569 0.581
C 0.402 -0.327 -0.749 -0.269
C -0.875 -0.631 1.449 -0.331
C 1.797 0.091 -0.364 0.958
C -1.459 0.538 1.112 -0.086
F 2.647 -0.875 -0.183 -0.291

=====

Record 3
16
Properties=species:S:1:pos:R:3:nbo_charge:R:1 method="wB97M-V/def2-TZVPD" gap_ev="6.240 / 6.228" charge=0 e_homo_ev="-8.77 / -8.76"
H 1.469 -2.360 -0.941 0.243
I -2.085 0.880 -2.821 0.306
I -1.799 2.447 0.541 0.296
O 0.727 2.145 2.386 -0.493
I -2.906 -1.282 0.075 -0.105
C 0.791 -0.950 0.683 -0.130
C -0.995 0.065 -1.226 -0.222
H -0.323 -1.723 -2.468 0.258
C -0.458 0.977 -0.195 -0.348
H 1.363 -1.208 1.556 0.226
I 1.319 2.112 -1.219 0.131
C 0.747 -1.576 -0.638 -0.195
C 0.331 0.308 0.873 -0.212
C 0.766 0.973 2.108 0.402
C -0.151 -1.111 -1.522 -0.275
H 1.204 0.301 2.807 0.118

=====

Record 4
18
Properties=species:S:1:pos:R:3:nbo_charge:R:1 method="wB97M-V/def2-TZVPD" gap_ev=6.809 charge=+3 e_homo_ev=-21.12
H 2.935 -2.187 0.897 0.487
C -2.327 -0.872 1.103 0.375
H 0.596 -1.369 1.673 0.231
C 3.096 -0.435 -0.299 0.027
H 4.077 -0.571 -0.727 0.309
O -1.241 2.263 -1.796 -0.252
C -1.834 -0.972 -1.633 0.439
O -3.078 -1.704 0.805 -0.227
C 2.191 0.579 -0.442 -0.046
C 1.299 -0.847 0.991 0.157
N 2.481 -1.341 0.592 -0.425
C -3.026 1.847 0.631 0.395
C -0.987 1.834 -0.737 0.394
O -3.948 2.200 0.015 -0.233
O -2.856 -1.272 -2.084 -0.382
H 2.190 1.441 -1.077 0.272
N 1.133 0.388 0.467 -0.712
La -0.701 1.018 1.623 2.192

=====

Record 5
16
Properties=species:S:1:pos:R:3:nbo_charge:R:1 method="wB97M-V/def2-TZVPD" gap_ev="7.228 / 7.226" charge=0 e_homo_ev="-8.26 / -8.26"
C -0.489 1.251 -0.163 -0.146
C 0.444 0.267 0.268 -0.166
C -1.336 -1.384 0.344 -0.193
H -0.021 2.222 -0.484 0.230
C -0.030 -0.971 0.580 -0.188
S 1.414 -2.237 0.401 1.463
C -2.306 -0.303 0.081 -0.188
S 2.399 2.145 0.062 1.020
O 3.838 2.234 -0.219 -0.904
H -3.333 -0.540 -0.270 0.227
H -1.761 -2.421 0.510 0.243
C -1.819 0.911 -0.268 -0.208
O 2.474 -0.684 0.438 -0.659
O 1.102 -2.623 -0.971 -0.838
C 1.848 0.501 0.291 0.095
H -2.424 1.632 -0.601 0.213

=====

Record 6
14
Properties=species:S:1:pos:R:3:nbo_charge:R:1 method="wB97M-V/def2-TZVPD" gap_ev=7.270 charge=0 e_homo_ev=-8.32
C -1.494 1.173 0.353 -0.435
C -4.236 -0.994 -0.415 0.660
H 1.528 -1.611 -1.787 0.255
C 0.945 -1.165 -0.885 -0.436
S -3.087 1.475 0.317 0.851
H 0.255 0.716 -1.593 0.232
O -4.703 -2.047 -0.616 -0.498
C -0.790 -0.113 0.182 -0.150
H -0.881 2.017 0.442 0.233
S 0.652 -2.226 0.385 0.506
C -0.631 -1.249 0.972 -0.400
C -3.954 0.226 -0.223 -0.827
H -1.265 -1.622 1.827 0.258
C 0.155 -0.072 -0.850 -0.249